Entry 1:
ORCA calculation (ωB97M-V/def2-TZVPD) on a cluster of 4 separate species, C5H14NO2 in total in a non-equilibrium geometry.

Each atom is followed by the atoms it is bonded to, with distances in Å.
Element x y z (Å)
1 O 1.13734 0.44063 -1.08984  H14 0.994
2 O -0.79937 -0.76019 -2.28677  H11 0.960, H12 0.949
3 N 2.72208 0.68219 1.63711  H9 1.045, H10 1.025, H16 1.006
4 C -0.36805 -1.15674 0.46830  C6 1.401, C8 1.407, H18 1.078
5 C -2.08346 0.58343 0.40302  C6 1.501, C7 1.314, H19 1.082
6 C -0.63011 0.21953 0.49698  C4 1.401, C5 1.501, H20 1.079, H22 1.184
7 C -2.62599 1.20305 -0.62028  C5 1.314, H13 1.038, H21 1.081
8 C 0.59210 -1.76042 1.30065  C4 1.407, H15 1.069, H17 1.072
9 H 2.74087 1.72192 1.53300  N3 1.045
10 H 3.69169 0.35173 1.66293  N3 1.025
11 H -0.97386 -1.12764 -3.15581  O2 0.960
12 H 0.12440 -0.55698 -2.21558  O2 0.949
13 H -3.63530 1.44355 -0.60968  C7 1.038
14 H 1.67719 1.13683 -1.54999  O1 0.994
15 H 0.73131 -2.81568 1.19703  C8 1.069
16 H 2.23958 0.30483 0.83951  N3 1.006
17 H 1.34514 -1.18224 1.79842  C8 1.072
18 H -0.85978 -1.75891 -0.27845  C4 1.078
19 H -2.71914 0.28955 1.22765  C5 1.082
20 H -0.05986 0.71430 1.26837  C6 1.079
21 H -2.01744 1.37615 -1.49665  C7 1.081
22 H -0.22934 0.65110 -0.52992  C6 1.184

Output
- Net charge: +1
- Energy relative to the best compared isomer or geometry (same formula, charge and spin): 819.6 kJ/mol
- HOMO-LUMO gap: 4.967 eV
- Multiplicity: 1
- DFT total energy: -10983.30964 eV

Entry 2:
ORCA calculation (ωB97M-V/def2-TZVPD) on an isolated molecule of C5H14NO2P in a non-equilibrium geometry.

Each atom is followed by the atoms it is bonded to, with distances in Å.
Element x y z (Å)
1 P 0.34629 -2.17656 -0.42288  O2 1.643, O3 1.657, C5 1.918
2 O -0.55105 -2.52488 -1.75489  P1 1.643, H18 0.938
3 O 1.73200 -1.79557 -1.24763  P1 1.657, H19 0.961
4 N -1.28981 -0.08301 0.56389  C5 1.420, C8 1.367, C9 1.477
5 C -0.17205 -0.33638 -0.27376  P1 1.918, N4 1.420, C6 1.890, H10 1.114
6 C 1.39210 0.51728 0.35488  C5 1.890, C7 1.551, H11 1.127, H16 1.043
7 C 1.67340 1.75341 -0.53786  C6 1.551, H20 1.036, H21 1.045, H23 1.077
8 C -1.47831 -0.82417 1.69739  N4 1.367, H14 1.066, H15 1.126, H22 1.050
9 C -1.89319 1.25144 0.37181  N4 1.477, H12 1.105, H13 1.145, H17 1.071
10 H -0.19758 0.17082 -1.26506  C5 1.114
11 H 2.37994 -0.02269 0.41171  C6 1.127
12 H -1.22970 2.12162 0.52518  C9 1.105
13 H -2.22956 1.26042 -0.72269  C9 1.145
14 H -2.48865 -0.94450 2.01607  C8 1.066
15 H -0.97319 -0.42867 2.62322  C8 1.126
16 H 1.14887 0.65544 1.35960  C6 1.043
17 H -2.86214 1.32316 0.82302  C9 1.071
18 H -0.03995 -2.07223 -2.39778  O2 0.938
19 H 2.65996 -2.01679 -1.13016  O3 0.961
20 H 2.01076 2.64762 -0.13898  C7 1.036
21 H 0.86767 1.95331 -1.17261  C7 1.045
22 H -1.25435 -1.83406 1.51698  C8 1.050
23 H 2.44854 1.40500 -1.19945  C7 1.077

Output
- Net charge: 0
- SMILES: CC[C@H](N(C)C)P(O)O
- Energy relative to the best compared isomer or geometry (same formula, charge and spin): 185.2 kJ/mol
- HOMO-LUMO gap: 8.367 eV
- Multiplicity: 1
- DFT total energy: -20284.11581 eV

Entry 3:
ORCA calculation (ωB97M-V/def2-TZVPD) on a cluster of 2 separate species, C5H14NOPS in total in a non-equilibrium geometry.

Each atom is followed by the atoms it is bonded to, with distances in Å.
Element x y z (Å)
1 S 0.83047 -2.44613 -1.20207  C6 1.765
2 P -0.22547 0.52808 -0.29194  O3 1.494, N4 1.686, C5 1.937
3 O -1.62570 0.94844 -0.59928  P2 1.494
4 N 0.82454 1.43629 -1.24944  P2 1.686, C7 1.492, H20 0.998
5 C 0.55549 0.68342 1.47339  P2 1.937, C9 1.576, H17 1.041, H18 1.113
6 C 0.00832 -3.26355 0.12933  S1 1.765, C8 1.560, H10 1.019, H16 1.037
7 C 0.66512 2.02905 -2.60936  N4 1.492, H21 1.147, H22 1.168, H23 1.102
8 C -1.37505 -2.61495 0.44407  C6 1.560, H11 1.114, H15 1.190, H19 1.022
9 C 0.08421 2.09536 1.98981  C5 1.576, H12 1.159, H13 1.047, H14 1.128
10 H 0.56500 -3.20998 0.98144  C6 1.019
11 H -2.01528 -2.98724 -0.38822  C8 1.114
12 H -0.84349 2.38766 1.35981  C9 1.159
13 H 0.00703 2.21406 3.02707  C9 1.047
14 H 0.72478 2.95855 1.64674  C9 1.128
15 H -1.33582 -1.42674 0.49539  C8 1.190
16 H 0.04152 -4.28670 -0.03435  C6 1.037
17 H 1.55303 0.50756 1.23394  C5 1.041
18 H 0.13025 -0.23303 1.94024  C5 1.113
19 H -1.83556 -2.83499 1.32925  C8 1.022
20 H 1.69660 1.01073 -1.01527  N4 0.998
21 H -0.39993 2.44833 -2.54286  C7 1.147
22 H 0.56730 1.21122 -3.43791  C7 1.168
23 H 1.40264 2.84457 -2.67980  C7 1.102

Output
- Net charge: 0
- Energy relative to the best compared isomer or geometry (same formula, charge and spin): 309.9 kJ/mol
- HOMO-LUMO gap (spin up / spin down): 7.395 / 6.353 eV
- Multiplicity: 1
- DFT total energy: -29070.99168 eV

Entry 4:
ORCA calculation (ωB97M-V/def2-TZVPD) on a cluster of 2 separate species, C5H14NOS in total in a non-equilibrium geometry.

Each atom is followed by the atoms it is bonded to, with distances in Å.
Element x y z (Å)
1 S 1.02505 -0.53377 -2.26175  C5 1.804
2 O -0.28078 -3.15745 -0.17131  H14 1.036, H17 0.999
3 N 0.72928 0.73869 0.22286  C4 1.486, C7 1.389, H15 1.124
4 C 1.81705 -0.27185 0.29133  N3 1.486, C5 1.554, H9 1.134, H20 1.155
5 C 2.42159 -0.50980 -1.11981  S1 1.804, C4 1.554, H12 1.103, H13 1.108
6 C -2.51272 1.32433 -0.31658  C8 1.571, H10 1.228, H16 1.037, H21 1.063
7 C -0.35025 0.43034 1.04015  N3 1.389, C8 1.606, H11 1.159, H18 1.121
8 C -1.58543 1.45219 0.94550  C6 1.571, C7 1.606, H19 1.132, H22 1.059
9 H 1.39347 -1.17242 0.83438  C4 1.134
10 H -2.27187 0.22938 -0.81646  C6 1.228
11 H 0.15839 0.40600 2.08143  C7 1.159
12 H 3.10709 0.30305 -1.41257  C5 1.103
13 H 2.81752 -1.54375 -1.08395  C5 1.108
14 H -0.27879 -2.15049 -0.41689  O2 1.036
15 H 0.47147 1.19688 -0.77007  N3 1.124
16 H -3.51223 1.49661 -0.09996  C6 1.037
17 H 0.55686 -3.52162 -0.57539  O2 0.999
18 H -0.64515 -0.63887 0.87539  C7 1.121
19 H -2.29287 1.25575 1.80708  C8 1.132
20 H 2.65895 0.25187 0.88439  C4 1.155
21 H -2.27851 2.02011 -1.08545  C6 1.063
22 H -1.14813 2.39481 1.14769  C8 1.059

Output
- Net charge: -1
- Energy relative to the best compared isomer or geometry (same formula, charge and spin): 210.5 kJ/mol
- HOMO-LUMO gap: 6.409 eV
- Multiplicity: 1
- DFT total energy: -19784.07324 eV